(1)
Here is a structure of composition H2N2O4S in a non-equilibrium geometry from the Open Molecules 2025 dataset. Energies are from the ωB97M-V functional and the def2-TZVPD basis.

Atoms and positions in Å:
N: -2.589 -0.070 -0.489
N: -1.090 0.965 -0.558
O: -2.365 -1.093 0.036
O: 1.755 -1.421 0.592
O: 1.099 1.805 0.171
O: 0.810 -0.768 -0.213
S: 0.077 0.615 0.493
H: 1.710 -2.436 0.485
H: 0.593 2.403 -0.518

Lowest unoccupied orbital energy (alpha / beta), eV: -0.798 / -0.798
Largest force on an atom, eV Å⁻¹: 4.286
Charge: 0
HOMO-LUMO gap (alpha / beta), eV: 8.62 / 8.62

***

(2)
Here is a structure of composition C14H36AsN5O3P2SY in a non-equilibrium geometry from the Open Molecules 2025 dataset. Energies are from the ωB97M-V functional and the def2-TZVPD basis.

Atoms and positions in Å:
Y: -0.197 1.090 -1.109
C: -0.643 -3.833 -1.140
N: -0.553 -3.108 0.150
C: -0.429 -4.006 1.322
P: -1.250 -1.676 0.328
O: -1.080 -0.858 -0.967
O: -0.362 -0.987 1.505
P: -0.041 0.545 1.798
O: -0.864 1.478 0.923
N: -0.218 0.759 3.356
C: 0.264 -0.229 4.351
C: -0.674 2.049 3.933
N: 1.458 0.673 1.042
C: 2.480 -0.365 1.362
C: 2.060 2.030 1.196
N: -2.758 -1.534 0.862
C: -3.864 -1.794 -0.094
C: -3.117 -1.880 2.257
H: -1.493 -4.516 -1.139
H: 0.271 -4.408 -1.275
H: -0.742 -3.137 -1.969
H: -1.243 -4.731 1.335
H: -0.446 -3.443 2.254
H: 0.519 -4.537 1.259
H: 0.551 -1.162 3.870
H: -0.542 -0.432 5.054
H: 1.118 0.174 4.892
H: -1.069 2.699 3.157
H: 0.153 2.538 4.446
H: -1.468 1.837 4.646
H: 2.058 -1.362 1.272
H: 2.877 -0.210 2.367
H: 3.300 -0.268 0.654
H: 1.370 2.816 0.887
H: 2.955 2.080 0.579
H: 2.344 2.228 2.231
H: -3.560 -1.576 -1.115
H: -4.697 -1.143 0.164
H: -4.191 -2.833 -0.030
H: -2.309 -1.632 2.943
H: -3.360 -2.939 2.350
H: -3.991 -1.293 2.532
C: 3.669 1.119 -2.391
As: 1.890 0.498 -2.841
C: 2.144 -1.410 -3.077
C: 1.686 1.127 -4.663
H: 4.346 0.814 -3.186
H: 3.999 0.674 -1.455
H: 3.682 2.204 -2.309
H: 3.012 -1.558 -3.715
H: 1.266 -1.839 -3.555
H: 2.309 -1.894 -2.117
H: 2.532 0.753 -5.235
H: 1.684 2.214 -4.684
H: 0.765 0.746 -5.099
S: -2.103 4.790 -3.546
C: -1.511 5.281 -2.024
C: -1.046 4.212 -1.340
N: -1.147 3.007 -2.024
C: -1.703 3.200 -3.214
H: -1.548 6.311 -1.706
H: -0.649 4.241 -0.336
H: -1.896 2.406 -3.922

Lowest unoccupied orbital energy, eV: -8.546
Largest force on an atom, eV Å⁻¹: 1.365
Charge: +3
HOMO-LUMO gap, eV: 9.04

***

(3)
Here is a structure of composition C17H35CdF5NO7P2SbSi3 from the Open Molecules 2025 dataset. Energies are from the ωB97M-V functional and the def2-TZVPD basis.

Atoms and positions in Å:
Cd: -0.002 -0.035 -0.081
N: -1.351 -3.881 -1.002
C: -2.241 -2.649 -0.830
C: -3.701 -3.000 -1.061
P: -1.889 -2.230 0.967
O: -2.612 -0.816 1.167
O: -2.509 -3.300 1.773
O: -0.399 -1.968 0.973
P: -1.541 -1.416 -2.025
O: -2.132 -1.977 -3.414
O: -2.013 -0.032 -1.730
O: -0.055 -1.675 -1.944
H: -1.335 -4.434 -0.139
H: -0.410 -3.519 -1.206
H: -1.672 -4.466 -1.773
H: -4.079 -3.647 -0.270
H: -3.846 -3.471 -2.036
H: -4.282 -2.077 -1.058
H: -3.456 -0.901 1.622
H: -2.463 -1.270 -3.975
C: 2.507 2.403 -4.023
Si: 0.962 3.215 -3.389
C: -0.483 2.666 -4.415
C: 1.137 5.059 -3.510
Sb: 0.598 2.455 -0.986
Si: 2.661 3.317 0.236
C: 2.458 3.261 2.073
C: 3.079 5.056 -0.293
C: 4.007 2.156 -0.308
Si: -1.455 3.799 -0.239
C: -1.855 3.383 1.513
C: -1.120 5.622 -0.411
C: -2.846 3.302 -1.356
H: 2.609 2.608 -5.093
H: 2.477 1.320 -3.881
H: 3.397 2.784 -3.519
H: -0.262 2.863 -5.469
H: -1.394 3.204 -4.151
H: -0.678 1.598 -4.293
H: 1.306 5.329 -4.557
H: 1.976 5.430 -2.922
H: 0.236 5.571 -3.168
H: 1.460 3.561 2.397
H: 3.192 3.941 2.514
H: 2.637 2.255 2.457
H: 2.200 5.699 -0.364
H: 3.584 5.063 -1.263
H: 3.759 5.495 0.444
H: 3.693 1.117 -0.194
H: 4.906 2.304 0.299
H: 4.272 2.318 -1.355
H: -1.049 3.662 2.195
H: -2.009 2.310 1.642
H: -2.766 3.922 1.794
H: -0.108 5.894 -0.103
H: -1.822 6.173 0.223
H: -1.265 5.953 -1.440
H: -2.910 2.215 -1.446
H: -2.727 3.723 -2.356
H: -3.786 3.677 -0.939
F: 2.789 -1.342 6.029
C: 2.139 -0.764 5.008
C: 2.570 -0.946 3.708
F: 3.647 -1.703 3.456
C: 1.893 -0.337 2.672
F: 2.366 -0.500 1.407
C: 0.762 0.464 2.853
O: 0.142 1.043 1.854
C: 0.368 0.634 4.183
F: -0.701 1.406 4.450
C: 1.034 0.035 5.236
F: 0.609 0.225 6.493

Lowest unoccupied orbital energy, eV: 0.054
Largest force on an atom, eV Å⁻¹: 0.631
Charge: 0
HOMO-LUMO gap, eV: 7.64

***

(4)
Here is a cluster of 7 separate species, C49H58BBrN10O17P in total in a non-equilibrium geometry from the Open Molecules 2025 dataset. Energies are from the ωB97M-V functional and the def2-TZVPD basis.

Atoms and positions in Å:
C: -3.439 -0.542 -8.239
C: -3.626 -1.439 -6.993
C: -2.824 -0.929 -5.778
C: -3.595 0.181 -5.047
C: -4.607 -0.375 -4.038
C: -4.124 -1.477 -3.102
O: -4.690 -1.375 -1.812
C: -5.317 -2.566 -1.349
N: -5.148 0.818 -3.331
B: -6.548 0.704 -2.719
O: -7.029 1.798 -2.110
O: -7.265 -0.462 -2.813
C: -4.123 1.381 -2.379
C: -2.758 1.593 -3.086
N: -2.418 3.006 -2.869
C: -1.948 3.299 -1.772
O: -1.688 3.616 -0.682
P: -1.233 0.646 -2.208
N: -1.809 -0.193 -0.840
O: -0.863 -0.558 -3.230
N: -2.781 1.263 -4.504
C: -2.162 2.116 -5.457
Br: -0.236 2.402 -5.113
C: -2.823 3.485 -5.759
C: -4.284 3.595 -5.340
H: -3.095 -1.119 -9.092
H: -4.367 -0.049 -8.517
H: -2.694 0.237 -8.074
H: -3.350 -2.457 -7.243
H: -4.685 -1.384 -6.730
H: -2.518 -1.739 -5.120
H: -1.899 -0.502 -6.160
H: -4.238 0.622 -5.826
H: -5.404 -0.774 -4.661
H: -3.035 -1.473 -3.037
H: -4.387 -2.434 -3.555
H: -5.456 -2.457 -0.276
H: -4.686 -3.438 -1.519
H: -6.304 -2.691 -1.795
H: -5.214 1.549 -4.053
H: -7.991 1.795 -2.225
H: -7.548 -0.655 -3.716
H: -4.051 0.784 -1.476
H: -4.536 2.345 -2.087
H: -2.279 -1.080 -0.987
H: -2.299 0.384 -0.171
H: -0.760 -1.390 -2.735
H: -2.133 1.569 -6.392
H: -2.759 3.654 -6.833
H: -2.254 4.271 -5.272
H: -4.381 3.488 -4.257
H: -4.681 4.576 -5.582
H: -4.900 2.815 -5.798
C: -9.384 -0.247 1.165
C: -10.595 -0.900 0.985
C: -11.672 -0.228 0.426
C: -11.510 1.092 0.051
C: -10.313 1.764 0.228
C: -9.245 1.086 0.791
N: -12.637 1.805 -0.572
O: -13.684 1.203 -0.704
O: -12.449 2.950 -0.929
H: -8.545 -0.776 1.597
H: -10.705 -1.935 1.276
H: -12.611 -0.734 0.289
H: -10.214 2.799 -0.066
H: -8.301 1.594 0.936
C: -15.210 -1.294 -5.388
C: -15.039 -0.592 -4.202
C: -14.341 -1.163 -3.150
C: -13.820 -2.435 -3.313
C: -13.984 -3.153 -4.483
C: -14.686 -2.573 -5.527
N: -13.063 -3.039 -2.206
O: -12.952 -2.391 -1.181
O: -12.589 -4.142 -2.375
H: -15.755 -0.844 -6.207
H: -15.451 0.402 -4.093
H: -14.208 -0.623 -2.225
H: -13.573 -4.147 -4.583
H: -14.825 -3.120 -6.449
C: 4.627 -2.767 1.365
C: 3.599 -3.638 1.024
C: 2.526 -3.189 0.273
C: 2.503 -1.865 -0.130
C: 3.512 -0.978 0.203
C: 4.579 -1.439 0.956
N: 1.382 -1.385 -0.942
O: 0.493 -2.184 -1.215
O: 1.401 -0.232 -1.318
H: 5.469 -3.124 1.948
H: 3.637 -4.670 1.342
H: 1.725 -3.862 0.005
H: 3.472 0.051 -0.119
H: 5.378 -0.761 1.224
C: 10.037 0.207 4.494
C: 10.550 -0.270 3.295
C: 9.950 -1.345 2.661
C: 8.836 -1.924 3.245
C: 8.313 -1.469 4.442
C: 8.924 -0.394 5.068
N: 8.184 -3.052 2.566
O: 8.666 -3.449 1.528
O: 7.183 -3.523 3.081
H: 10.508 1.048 4.984
H: 11.419 0.197 2.854
H: 10.342 -1.723 1.729
H: 7.447 -1.941 4.880
H: 8.529 -0.023 6.004
C: 12.580 -3.924 8.563
C: 12.918 -3.754 7.226
C: 12.919 -2.487 6.667
C: 12.583 -1.408 7.464
C: 12.238 -1.556 8.795
C: 12.237 -2.828 9.344
N: 12.600 -0.061 6.879
O: 12.886 0.044 5.703
O: 12.322 0.878 7.600
H: 12.585 -4.914 8.997
H: 13.183 -4.608 6.620
H: 13.181 -2.346 5.628
H: 11.976 -0.698 9.396
H: 11.973 -2.963 10.383
C: 13.938 3.742 6.009
C: 14.614 4.815 5.441
C: 14.931 5.923 6.211
C: 14.565 5.934 7.544
C: 13.887 4.878 8.126
C: 13.571 3.775 7.348
N: 14.916 7.101 8.370
O: 15.493 8.022 7.829
O: 14.608 7.072 9.545
H: 13.695 2.874 5.409
H: 14.898 4.788 4.398
H: 15.457 6.761 5.778
H: 13.610 4.913 9.169
H: 13.044 2.939 7.779

Lowest unoccupied orbital energy, eV: -2.904
Largest force on an atom, eV Å⁻¹: 1.750
Charge: +1
HOMO-LUMO gap, eV: 7.13